# 1
One molecule with the formula C25H30N4O4S. Source: the Open Molecules 2025 dataset; level of theory: ωB97M-V with the def2-TZVPD basis set.

Output
Frontier orbital gap   7.941 eV

CARTESIAN COORDINATES (ANGSTROEM)
C: -3.362 -4.574 2.630
O: -3.503 -4.398 1.244
C: -3.510 -3.047 0.857
C: -3.783 -2.976 -0.649
N: -3.630 -1.634 -1.150
C: -4.673 -0.796 -1.298
O: -5.838 -1.105 -1.183
C: -4.239 0.619 -1.676
H: -5.092 1.164 -2.079
H: -3.405 0.617 -2.375
S: -3.724 1.579 -0.217
C: -2.026 1.141 -0.053
N: -1.560 0.208 -0.810
C: -0.228 -0.102 -0.724
C: 0.329 -1.053 -1.580
C: 1.667 -1.358 -1.505
C: 2.525 -0.730 -0.578
C: 1.958 0.215 0.278
C: 0.605 0.521 0.217
C: 0.043 1.518 1.120
O: 0.650 2.061 2.018
N: -1.308 1.817 0.886
C: -1.853 2.971 1.574
H: -2.885 2.768 1.867
H: -1.235 3.114 2.464
C: -1.771 4.220 0.678
C: -0.370 4.358 0.150
C: -0.007 3.734 -1.037
C: 1.307 3.747 -1.469
C: 2.275 4.393 -0.719
C: 1.919 5.033 0.456
C: 0.607 5.012 0.889
H: 0.337 5.495 1.817
H: 2.670 5.540 1.043
H: 3.303 4.396 -1.050
H: 1.576 3.244 -2.387
H: -0.759 3.228 -1.629
H: -2.479 4.121 -0.146
H: -2.049 5.089 1.276
H: 2.546 0.761 0.998
N: 3.883 -0.969 -0.548
C: 4.603 -1.017 0.710
H: 4.116 -0.405 1.466
C: 4.682 -2.470 1.202
O: 5.292 -3.310 0.248
C: 4.603 -3.273 -0.983
H: 5.162 -3.916 -1.664
C: 4.533 -1.834 -1.511
H: 4.031 -1.788 -2.476
H: 5.556 -1.463 -1.638
H: 3.585 -3.673 -0.854
H: 5.292 -2.543 2.103
H: 3.663 -2.830 1.421
H: 5.616 -0.636 0.541
H: 2.050 -2.111 -2.175
H: -0.304 -1.547 -2.302
H: -2.700 -1.214 -1.140
H: -3.088 -3.642 -1.166
H: -4.806 -3.300 -0.848
H: -2.535 -2.579 1.083
H: -4.288 -2.490 1.402
H: -4.188 -4.103 3.177
H: -3.372 -5.646 2.809
H: -2.415 -4.150 2.991



# 2
One molecule with the formula C25H30N4O6. Source: the Open Molecules 2025 dataset; level of theory: ωB97M-V with the def2-TZVPD basis set.

Output
Frontier orbital gap   8.046 eV

CARTESIAN COORDINATES (ANGSTROEM)
C: 4.923 0.057 -2.438
C: 3.533 0.229 -1.854
H: 3.535 0.955 -1.033
H: 2.823 0.578 -2.614
O: 3.096 -1.033 -1.353
C: 1.879 -1.051 -0.780
O: 1.202 -0.039 -0.709
C: 1.471 -2.360 -0.311
C: 1.911 -3.587 -0.793
N: 1.205 -4.586 -0.205
C: 0.284 -4.047 0.666
C: -0.645 -4.677 1.477
C: -1.471 -3.886 2.251
C: -1.349 -2.494 2.261
C: -0.344 -1.861 1.514
C: 0.427 -2.642 0.644
N: -0.124 -0.492 1.653
C: -0.036 0.165 2.833
O: -0.133 -0.337 3.932
C: 0.265 1.656 2.650
N: 0.013 2.086 1.296
C: -1.393 2.269 1.000
H: -1.951 1.413 1.383
C: -1.571 2.360 -0.519
N: -0.769 3.444 -1.035
C: -1.219 4.622 -1.521
O: -0.490 5.582 -1.704
C: -2.654 4.676 -1.914
C: -3.412 3.857 -2.711
C: -4.658 4.504 -2.869
C: -4.565 5.665 -2.163
O: -3.360 5.778 -1.594
H: -5.266 6.458 -1.993
H: -5.500 4.153 -3.430
H: -3.110 2.924 -3.143
C: 0.629 3.310 -0.679
C: 0.776 3.228 0.840
H: 1.827 3.081 1.095
H: 0.432 4.173 1.296
H: 1.166 4.170 -1.081
H: 1.004 2.380 -1.114
H: -2.621 2.514 -0.763
H: -1.218 1.426 -0.968
H: -1.790 3.189 1.469
H: -0.308 2.217 3.406
H: 1.326 1.793 2.878
H: 0.202 0.015 0.825
O: -2.197 -1.668 2.934
C: -3.019 -2.209 3.936
H: -3.474 -1.354 4.434
H: -2.437 -2.780 4.665
H: -3.808 -2.843 3.515
H: -2.223 -4.362 2.858
H: -0.745 -5.750 1.508
C: 1.367 -5.984 -0.484
H: 0.907 -6.252 -1.440
H: 0.895 -6.565 0.304
H: 2.426 -6.243 -0.521
C: 2.936 -3.905 -1.818
H: 3.279 -2.997 -2.299
H: 2.529 -4.581 -2.570
H: 3.797 -4.390 -1.356
H: 5.603 -0.316 -1.677
H: 4.903 -0.650 -3.263
H: 5.286 1.014 -2.801



# 3
C25H31AsN2O5PdSSi as an isolated structure. Source: the Open Molecules 2025 dataset; level of theory: ωB97M-V with the def2-TZVPD basis set.

Output
Frontier orbital gap (spin up / spin down)   8.075 / 4.755 eV
Net charge   +2
2S+1   5

CARTESIAN COORDINATES (ANGSTROEM)
Pd: -0.451 -0.575 -0.078
C: 0.566 -0.429 4.463
Si: -0.843 -0.841 3.272
C: -2.210 -2.069 3.697
C: -1.722 0.802 3.000
N: -0.004 -1.524 1.840
C: 0.710 -2.641 1.861
C: 0.855 -3.455 3.029
C: 1.608 -4.592 3.018
C: 2.255 -4.998 1.842
C: 2.141 -4.249 0.677
C: 1.396 -3.091 0.676
O: 1.214 -2.292 -0.426
C: 1.928 -2.572 -1.602
C: 1.232 -3.097 -2.682
C: 1.924 -3.364 -3.857
C: 3.285 -3.115 -3.935
C: 3.962 -2.570 -2.846
C: 3.283 -2.291 -1.671
H: 0.156 -0.078 5.412
H: 1.170 0.376 4.042
H: 1.228 -1.270 4.670
H: -2.870 -1.634 4.448
H: -1.842 -3.021 4.082
H: -2.810 -2.275 2.808
H: -2.075 1.122 3.984
H: -2.600 0.714 2.360
H: -1.057 1.581 2.630
H: 0.349 -3.150 3.934
H: 1.701 -5.187 3.916
H: 2.849 -5.902 1.832
H: 2.636 -4.582 -0.223
H: 0.175 -3.316 -2.591
H: 1.399 -3.788 -4.703
H: 3.827 -3.351 -4.840
H: 5.024 -2.372 -2.908
H: 3.797 -1.874 -0.813
C: 1.685 1.169 -4.641
As: 0.995 1.352 -2.845
C: 2.505 1.307 -1.637
C: 0.113 3.082 -2.870
S: -0.268 -0.400 -2.562
H: 2.422 1.953 -4.815
H: 0.865 1.280 -5.349
H: 2.149 0.194 -4.778
H: 3.000 2.277 -1.666
H: 3.191 0.532 -1.973
H: 2.152 1.104 -0.631
H: 0.662 3.691 -3.587
H: 0.132 3.536 -1.885
H: -0.915 2.960 -3.208
O: -2.226 0.671 -0.298
C: -1.576 1.730 -0.063
O: -0.300 1.661 0.003
C: -2.280 3.009 0.151
C: -1.593 4.119 0.645
C: -2.275 5.298 0.892
C: -3.639 5.374 0.646
C: -4.304 4.257 0.167
C: -3.649 3.069 -0.081
N: -5.760 4.334 -0.086
O: -6.279 5.422 0.021
O: -6.318 3.297 -0.379
H: -0.533 4.045 0.854
H: -1.748 6.158 1.281
H: -4.202 6.280 0.820
H: -4.190 2.206 -0.443



# 4
C25H31Cl2NO4Sn as an isolated structure. Source: the Open Molecules 2025 dataset; level of theory: ωB97M-V with the def2-TZVPD basis set.

Output
Frontier orbital gap   3.457 eV
Net charge   -2

CARTESIAN COORDINATES (ANGSTROEM)
C: 4.350 -0.423 -1.075
C: 3.885 0.138 -2.299
C: 2.973 -0.791 -2.891
C: 4.264 1.456 -2.861
C: 3.004 -1.996 -2.098
C: 3.820 -1.746 -0.960
C: 4.052 -2.684 0.173
C: 5.215 0.270 -0.088
C: 2.087 -0.502 -4.044
C: 2.277 -3.263 -2.394
Sn: 1.050 -0.359 1.222
Cl: 0.919 1.061 -0.764
Cl: 2.781 0.478 2.422
O: 0.434 -1.814 0.043
H: 4.509 2.168 -2.062
H: 3.482 1.862 -3.513
H: 5.171 1.367 -3.478
H: 1.500 0.414 -3.853
H: 1.380 -1.338 -4.200
H: 2.634 -0.340 -4.985
H: 1.267 -3.080 -2.771
H: 2.215 -3.879 -1.484
H: 2.823 -3.861 -3.136
H: 3.229 -3.411 0.171
H: 4.054 -2.150 1.132
H: 4.984 -3.260 0.077
H: 4.881 1.293 0.176
H: 6.208 0.357 -0.545
H: 5.332 -0.308 0.849
H: 0.092 -2.252 0.861
O: 1.944 -2.139 2.104
H: 2.367 -2.051 2.990
C: -3.819 -1.434 -1.855
C: -3.303 -0.057 -1.455
C: -2.647 0.708 -2.418
C: -2.139 1.979 -2.156
C: -2.190 2.471 -0.855
C: -2.802 1.710 0.167
N: -2.922 2.398 1.393
C: -3.086 2.051 2.755
C: -3.725 2.980 3.604
C: -3.787 2.786 4.971
C: -3.280 1.588 5.473
C: -2.691 0.588 4.690
C: -2.477 0.927 3.339
C: -1.578 0.150 2.453
O: -1.701 -1.060 2.256
O: -0.582 0.926 1.948
C: -3.466 0.476 -0.155
C: -4.372 -0.180 0.854
H: -3.341 -2.253 -1.278
H: -4.904 -1.456 -1.656
H: -3.652 -1.633 -2.924
H: -2.555 0.335 -3.433
H: -1.660 2.576 -2.933
H: -1.767 3.450 -0.588
H: -2.747 3.404 1.360
H: -4.011 3.913 3.132
H: -4.155 3.581 5.665
H: -3.406 1.426 6.537
H: -2.535 -0.441 5.077
H: -3.882 -1.059 1.321
H: -4.731 0.482 1.655
H: -5.271 -0.548 0.339



| no. | E (eV) |
| --- | --- |
| 1 | -51398.4593 |
| 2 | -44657.8865 |
| 3 | -122658.5034 |
| 4 | -66986.1406 |